1.
{"formula": "C9H30O6", "method": "ωB97M-V with the def2-TZVPD basis set", "lumo_energy_ha": 0.004, "smiles": "CC(C)O.CC(C)O.CC(C)O.O.O.O", "charge": 0, "homo_ev": -10.1, "relative_energy_kcal_mol": 37.5, "species": ["O", "H", "H", "O", "H", "H", "O", "H", "H", "C", "C", "C", "O", "H", "H", "H", "H", "H", "H", "H", "H", "C", "C", "C", "O", "H", "H", "H", "H", "H", "H", "H", "H", "C", "C", "C", "O", "H", "H", "H", "H", "H", "H", "H", "H"], "xyz": [[-5.4450, 0.8148, -1.0234], [-4.9077, 0.6400, -1.7961], [-4.8161, 0.8893, -0.3057], [2.0247, 3.5160, 4.4573], [2.6814, 2.8203, 4.4888], [1.2026, 3.0619, 4.2727], [-0.0495, 1.6880, -0.3891], [-0.2772, 1.5233, 0.5259], [0.9050, 1.6217, -0.4146], [-4.7423, 3.5181, 4.0787], [-3.8454, 2.6170, 4.9448], [-4.5972, 1.5897, 5.7571], [-3.1234, 1.7691, 4.0555], [-5.4704, 2.9438, 3.5059], [-4.1557, 4.1045, 3.3714], [-5.2404, 4.1577, 4.8073], [-3.1193, 3.1842, 5.5271], [-4.0056, 0.9045, 6.3642], [-5.2146, 0.9143, 5.1649], [-5.3636, 2.0921, 6.3472], [-2.8078, 0.9911, 4.5209], [-0.7426, -3.3092, -3.3100], [-0.9071, -2.4153, -4.5579], [-1.4622, -3.1585, -5.7305], [-1.8219, -1.3855, -4.1925], [-0.0289, -4.1058, -3.5200], [-1.6810, -3.7431, -2.9645], [-0.3706, -2.6794, -2.5018], [-0.0132, -1.8763, -4.8716], [-0.8065, -3.9777, -6.0258], [-1.5173, -2.5131, -6.6071], [-2.4494, -3.5850, -5.5528], [-1.3174, -0.7392, -3.6931], [7.0964, -0.3210, -0.6370], [5.7781, -0.5905, -1.4759], [5.7495, -2.0259, -2.0589], [4.7315, -0.4229, -0.5655], [8.0038, -0.1327, -1.2108], [7.2664, -1.1479, 0.0525], [6.8577, 0.5675, -0.0525], [5.7239, 0.1329, -2.2894], [5.1323, -2.0734, -2.9561], [5.3713, -2.8335, -1.4323], [6.7442, -2.3074, -2.4047], [5.0307, -0.7188, 0.2974]]}

2.
{"formula": "C9H32N12O7", "method": "ωB97M-V with the def2-TZVPD basis set", "lumo_energy_ha": 0.002, "smiles": "NC(N)=O.NC(N)=O.NC(N)=O.NC(N)=O.NC(N)=O.NC(N)=O.CC(C)O", "charge": 0, "homo_ev": -9.4, "relative_energy_kcal_mol": 90.1, "species": ["C", "C", "C", "O", "H", "H", "H", "H", "H", "H", "H", "H", "C", "O", "N", "N", "H", "H", "H", "H", "C", "O", "N", "N", "H", "H", "H", "H", "C", "O", "N", "N", "H", "H", "H", "H", "C", "O", "N", "N", "H", "H", "H", "H", "C", "O", "N", "N", "H", "H", "H", "H", "C", "O", "N", "N", "H", "H", "H", "H"], "xyz": [[0.1655, 3.1501, -4.1875], [0.1558, 2.4514, -2.8034], [1.3374, 1.5128, -2.7397], [0.0099, 3.5005, -1.6482], [-0.2045, 2.5041, -4.9837], [1.1225, 3.4226, -4.6324], [-0.4544, 4.0422, -4.0979], [-0.7524, 1.8490, -2.8252], [1.6721, 1.1802, -3.7223], [1.2169, 0.5787, -2.1910], [2.1612, 2.0992, -2.3327], [0.7018, 4.1568, -1.7583], [-3.4205, -3.2133, -2.5643], [-4.3173, -2.9900, -1.8491], [-3.2253, -2.7121, -3.6968], [-2.3652, -3.8805, -2.1427], [-2.4010, -2.8555, -4.2626], [-4.0305, -2.2546, -4.0998], [-2.4092, -4.3165, -1.2327], [-1.4910, -3.9035, -2.6480], [-0.2522, 4.6091, 2.0563], [-0.2056, 4.8640, 3.2560], [0.8218, 4.3108, 1.4035], [-1.4192, 4.6352, 1.3136], [0.9280, 4.0917, 0.4232], [1.6181, 4.4462, 2.0098], [-1.4064, 4.2894, 0.3647], [-2.2845, 4.7650, 1.8181], [-0.6706, -0.4172, -0.2920], [-0.3675, -1.5009, 0.2215], [-1.4551, -0.3156, -1.3196], [-0.2864, 0.6628, 0.3171], [-1.8054, -1.1072, -1.8400], [-1.0011, 0.3079, -1.9717], [-0.7004, 1.5525, 0.0780], [0.1470, 0.5393, 1.2210], [3.6376, 2.1111, 1.1412], [4.0565, 2.8905, 0.3262], [3.2961, 2.4708, 2.3813], [3.3228, 0.8942, 0.8199], [3.0097, 1.8163, 3.0953], [3.6596, 3.3551, 2.7070], [2.9820, 0.3272, 1.5832], [3.6849, 0.5912, -0.0729], [0.5261, -1.7218, 3.6674], [0.7888, -1.9544, 4.8388], [-0.5666, -1.2916, 3.1852], [1.4134, -2.0221, 2.6878], [-0.7555, -1.2862, 2.1930], [-1.3726, -1.3062, 3.7936], [2.2767, -2.4399, 3.0045], [1.1833, -1.9571, 1.7065], [-1.0207, -5.0447, 1.3170], [-1.5493, -5.1100, 0.2394], [-0.6729, -6.0759, 1.9987], [-0.7209, -4.0025, 1.9912], [-1.0427, -6.9414, 1.6325], [-0.0475, -6.0406, 2.7910], [-1.0218, -3.1820, 1.4849], [-0.1994, -4.1347, 2.8459]]}

3.
{"formula": "C9H32N6O7", "method": "ωB97M-V with the def2-TZVPD basis set", "lumo_energy_ha": 0.000, "smiles": "NC(N)=O.NC(N)=O.NC(N)=O.CCO.CCO.CO.CO", "charge": 0, "homo_ev": -8.9, "relative_energy_kcal_mol": 133.6, "species": ["C", "C", "O", "H", "H", "H", "H", "H", "H", "C", "C", "O", "H", "H", "H", "H", "H", "H", "C", "O", "N", "N", "H", "H", "H", "H", "C", "O", "N", "N", "H", "H", "H", "H", "C", "O", "N", "N", "H", "H", "H", "H", "C", "O", "H", "H", "H", "H", "C", "O", "H", "H", "H", "H"], "xyz": [[2.2005, 2.4499, 4.0301], [1.5885, 1.3979, 3.0581], [2.4655, 0.2309, 2.9741], [1.7625, 3.4339, 3.7051], [3.3165, 2.4939, 4.1501], [1.7765, 2.2069, 4.9661], [1.5605, 1.7209, 2.0131], [0.6145, 1.1319, 3.4491], [2.0115, -0.4081, 2.4091], [-1.9215, 3.2729, -2.5349], [-0.7875, 2.7549, -3.3759], [0.2155, 2.2579, -2.4709], [-2.3745, 2.5089, -1.9459], [-2.6225, 3.7879, -3.1759], [-1.5895, 4.0199, -1.7889], [-0.3075, 3.6769, -3.8589], [-1.1265, 1.9599, -4.0529], [1.0805, 2.3419, -2.9669], [-1.1425, 0.8449, 0.5021], [-0.8645, 2.1079, 1.0541], [-0.9035, 0.4879, -0.6979], [-1.4625, -0.1841, 1.2141], [-0.6055, 1.2229, -1.3919], [-1.0325, -0.4661, -1.1229], [-1.5405, -0.0671, 2.1761], [-1.7655, -1.1681, 0.8581], [0.6905, -2.0421, 2.8621], [-0.4175, -1.6191, 3.6531], [1.5375, -3.0431, 3.1441], [0.9135, -1.5541, 1.6821], [1.5225, -3.6241, 4.0261], [2.4325, -2.8411, 2.7741], [0.1205, -0.9411, 1.3911], [1.6035, -1.8631, 1.0051], [-1.0175, -1.5381, -3.0859], [-2.1005, -1.9741, -3.8189], [-0.1785, -0.6001, -3.4879], [-0.7515, -1.9761, -1.8649], [-0.1245, -0.2541, -4.4689], [0.5775, -0.2731, -2.8599], [-1.3175, -2.7451, -1.4439], [0.1775, -1.9511, -1.4779], [2.8225, 0.6679, -0.8349], [1.7395, -0.0741, -1.3589], [3.7785, 0.3929, -1.2299], [2.9755, 0.6489, 0.2211], [2.7535, 1.7049, -1.1949], [0.8965, 0.1909, -0.9869], [-3.1745, -3.0331, -0.1459], [-2.0705, -2.8361, 0.6971], [-2.8675, -3.1721, -1.2009], [-3.8275, -2.1181, -0.0629], [-3.6685, -3.9361, 0.2541], [-1.5705, -3.6131, 0.6371]]}

4.
{"formula": "C9H36B2Cl2CrMgO9S2", "method": "ωB97M-V with the def2-TZVPD basis set", "lumo_energy_ha": [-0.058, -0.033], "charge": 0, "homo_ev": [-9.7, -9.8], "relative_energy_kcal_mol": 0.0, "spin_multiplicity": 5, "species": ["Cr", "Mg", "Cl", "Cl", "B", "H", "H", "H", "H", "B", "H", "H", "H", "H", "O", "S", "O", "O", "C", "C", "C", "H", "H", "H", "H", "H", "H", "H", "H", "O", "S", "O", "O", "C", "C", "C", "H", "H", "H", "H", "H", "H", "H", "H", "C", "O", "H", "H", "H", "H", "C", "O", "H", "H", "H", "H", "C", "O", "H", "H", "H", "H"], "xyz": [[1.2591, -0.7721, -2.7039], [-0.3868, 3.0477, -1.3203], [-2.5627, 2.6369, -2.1014], [-0.1319, -0.0491, -4.5652], [0.9084, 4.0304, -2.6602], [0.0500, 4.6483, -2.2454], [1.4114, 4.5159, -3.5734], [1.7363, 3.9843, -1.8438], [0.5331, 2.9800, -2.8217], [0.3307, 1.0330, -0.8751], [0.3369, 0.9737, -2.0389], [1.0582, 1.8596, -0.5956], [-0.7289, 1.2345, -0.5356], [0.6474, 0.0012, -0.4621], [-0.4744, -2.0618, -2.1526], [-1.7618, -2.3626, -1.5620], [-2.5120, -3.5030, -2.0243], [-1.5051, -2.5362, 0.0043], [-2.4596, -3.3088, 0.7811], [-2.2293, -2.9851, 2.2291], [-2.7676, -0.8633, -1.5569], [-2.1740, -4.3388, 0.5461], [-3.4853, -3.1650, 0.4394], [-2.5250, -1.9724, 2.4949], [-1.2636, -3.3083, 2.6116], [-2.9214, -3.6252, 2.7919], [-2.1255, 0.0129, -1.5026], [-3.4904, -0.8969, -0.7482], [-3.2355, -0.8796, -2.5418], [4.9031, -1.4614, -0.4165], [3.5051, -1.6055, -0.1342], [2.5098, -1.3112, -1.1550], [3.2590, -3.1008, 0.3914], [1.9477, -3.7056, 0.2694], [1.7998, -4.4935, -1.0117], [3.0545, -0.6696, 1.3470], [1.1846, -2.9224, 0.3350], [1.8576, -4.3284, 1.1569], [1.0121, -4.1464, -1.6791], [1.4889, -5.5014, -0.7204], [2.7364, -4.6226, -1.5496], [3.9747, -0.3870, 1.8547], [2.5161, -1.3701, 1.9788], [2.4951, 0.2279, 1.0978], [-0.6429, 1.4856, 2.9541], [-1.0616, 0.8683, 4.1790], [0.2593, 1.0751, 2.4992], [-1.4291, 1.3308, 2.2109], [-0.5399, 2.5446, 3.1812], [-1.8976, 0.4319, 4.0053], [3.8229, 4.1318, 0.3102], [4.0800, 4.4776, -1.0513], [4.0241, 4.8835, 1.0697], [2.7674, 3.8326, 0.3476], [4.4011, 3.2564, 0.6291], [3.4506, 3.9382, -1.5421], [-4.3700, 2.2197, 1.6073], [-3.8638, 1.3057, 0.6497], [-3.6435, 2.9962, 1.8983], [-5.2743, 2.7208, 1.2623], [-4.4417, 1.7083, 2.5724], [-3.4161, 1.8605, -0.0149]]}